Entry 1:
C34H24CoN9O6P2 | ωB97M-V/def2-TZVPD

Summary:
Electronic energy: -117559.3480 eV
Strongest force on any atom: 0.878 eV Å⁻¹
Orbital gap (alpha / beta): 5.415 / 4.930 eV
Total charge: -1
2S+1: 2
E_HOMO (alpha / beta): -3.3797 / -3.9918 eV

Geometry as XYZ:
```
76
Properties=species:S:1:pos:R:3:forces:R:3
Co -0.53890 -0.18139 -0.72280 0.06 0.20 -0.36
P 0.96567 -1.16224 2.79353 0.01 -0.01 -0.14
P 3.20286 0.55627 1.73260 0.10 0.02 -0.01
O 4.11532 -0.57122 2.33384 0.03 0.08 -0.04
O 2.63721 -0.05343 0.40448 -0.14 -0.05 -0.03
O 3.77220 1.91117 1.68828 0.00 0.00 0.01
O 0.12143 -1.15917 1.57053 -0.04 -0.15 0.38
O -0.03143 -1.09278 4.08254 0.00 0.02 0.10
O 2.09567 -2.09575 3.06932 0.00 -0.06 0.00
N 0.76141 1.50298 2.36762 0.09 -0.01 0.09
N -1.04597 -1.88073 -1.38982 -0.47 0.21 0.46
N 2.21823 1.76278 -1.07018 -0.05 0.07 0.04
N 0.94339 -2.47588 -2.62169 -0.15 -0.03 0.09
N 1.22291 -0.45705 -1.38159 -0.44 0.06 0.16
N -0.07599 1.65803 -0.34402 -0.32 -0.17 0.05
N -3.23319 -2.08604 -0.41190 -0.44 0.56 0.51
N -2.14245 2.44575 0.59024 -0.64 -0.53 0.23
N -2.27437 0.09386 -0.00599 0.32 -0.36 -0.26
C -2.72313 1.22933 0.60779 0.39 0.69 -0.03
C -3.23485 -0.86582 0.12270 0.39 -0.46 -0.43
C -3.18483 -4.82704 -1.89231 0.01 0.03 0.01
C -4.33593 -0.34382 0.89518 -0.38 0.25 0.30
C -5.54336 -0.90018 1.31576 0.21 -0.02 -0.10
C 1.32222 6.07785 -0.59532 0.03 0.02 -0.01
C -2.87013 -5.93610 -2.66164 -0.02 -0.03 -0.01
C 2.36068 0.35283 -0.98904 0.10 0.02 0.05
C -6.08288 1.23376 2.34137 -0.13 -0.18 0.01
C -6.40641 -0.10338 2.04176 -0.04 0.20 0.09
C 1.77707 4.79537 -0.87274 -0.02 -0.01 0.02
C -4.01079 0.98664 1.19701 -0.43 -0.13 0.18
C -0.29188 -2.67687 -2.18660 0.28 -0.26 -0.29
C -4.89190 1.79158 1.92354 0.18 -0.04 -0.10
C 0.04713 6.28946 -0.06419 -0.02 -0.01 0.01
C -2.24704 -3.80681 -1.81935 0.03 -0.03 -0.06
C 1.63330 -1.43617 -2.17817 0.09 -0.06 -0.07
C 3.90244 -1.97889 -3.35029 -0.01 0.00 0.00
C -0.96835 2.62767 0.07221 0.61 -0.04 -0.29
C 3.51111 -0.16327 -1.81785 0.04 0.00 0.00
C 5.66830 -0.43090 -2.74722 0.03 -0.01 -0.02
C 5.21826 -1.54297 -3.45736 0.02 0.01 0.01
C -2.23710 -2.51949 -1.13140 0.70 0.13 -0.33
C 1.76190 0.50958 2.88056 -0.03 0.02 -0.02
C 1.09592 2.28279 -0.74101 0.09 0.08 -0.04
C -0.34952 3.95124 -0.08012 -0.05 -0.05 -0.02
C -0.80747 5.22900 0.20524 0.03 0.01 -0.01
C 4.81329 0.27829 -1.90875 -0.04 0.00 0.01
C -1.03449 -3.89676 -2.49707 0.07 0.04 -0.02
C -0.71371 -5.00710 -3.26500 0.00 0.01 0.01
C 2.20193 0.92249 4.27932 -0.03 0.02 -0.02
C 3.06030 -1.26308 -2.51910 0.00 0.00 -0.01
C -1.64894 -6.02660 -3.34128 -0.01 0.00 0.00
C 0.91499 3.74464 -0.61435 0.04 0.03 0.00
H 2.76724 4.60688 -1.26706 -0.02 0.00 0.01
H -4.12530 -4.75043 -1.36192 0.01 0.00 0.00
H -3.57859 -6.75198 -2.73964 0.00 0.00 0.00
H 1.33655 0.99245 4.94197 0.01 0.00 0.00
H -7.35067 -0.50774 2.38639 0.01 0.01 0.00
H -0.93165 -1.24287 3.76806 0.01 -0.01 -0.03
H -5.78571 -1.92781 1.07543 0.01 0.02 -0.01
H -1.43707 -6.91026 -3.93092 0.00 0.01 0.00
H -0.27687 7.30243 0.14236 0.00 -0.01 0.00
H 1.18991 2.42573 2.25101 0.00 0.02 -0.01
H 0.39224 1.19745 1.44112 -0.03 -0.07 -0.06
H 2.73290 1.87714 4.25418 0.00 -0.01 0.01
H -4.64036 2.82123 2.14597 0.00 -0.01 -0.01
H 0.23799 -5.06105 -3.77807 -0.02 -0.01 0.00
H 1.96389 6.92919 -0.78626 -0.01 -0.01 0.00
H -0.03058 1.57167 3.00732 -0.02 0.02 -0.01
H 3.53972 -2.84309 -3.89185 0.00 0.01 0.01
H -6.78622 1.83196 2.90881 0.01 -0.01 -0.01
H 5.14788 1.14146 -1.34628 0.00 -0.01 -0.01
H 3.53099 -1.34997 2.58921 -0.03 -0.01 0.02
H 2.87018 0.16630 4.68620 0.00 0.00 -0.02
H 6.70020 -0.11812 -2.85087 -0.01 0.00 0.00
H 5.90969 -2.07442 -4.09981 -0.01 0.00 0.00
H -1.79653 5.38139 0.61743 0.01 0.00 0.00
```
Forces are in eV/Å.

Entry 2:
C34H24InN3O2S8 | ωB97M-V/def2-TZVPD

Summary:
Electronic energy: -136074.6683 eV
Strongest force on any atom: 0.450 eV Å⁻¹
Orbital gap: 6.293 eV
Total charge: -2
2S+1: 1
E_HOMO: -2.1421 eV

Geometry as XYZ:
```
72
Properties=species:S:1:pos:R:3:forces:R:3
In 1.21952 0.96924 -0.92986 0.23 0.09 0.04
S -0.47640 3.44561 -2.59191 -0.08 0.02 0.04
S 1.60404 3.33169 -0.17726 -0.25 0.03 -0.04
S 1.75380 -2.56501 3.04135 0.24 0.13 -0.36
S 3.50911 -0.00863 -0.91465 -0.22 -0.02 0.17
S 0.42103 -1.86334 -1.71030 -0.02 0.07 -0.24
S 0.69393 -5.00588 4.39755 -0.03 0.14 -0.04
S 1.70182 0.43461 2.63114 0.06 -0.13 0.10
S -1.02172 0.65215 0.10803 0.18 -0.03 -0.32
O 1.41297 0.98201 -3.04727 0.09 0.01 -0.19
O 2.04475 1.75912 -5.01900 0.15 0.09 0.11
N 0.03471 -2.34926 4.79893 -0.15 0.16 0.15
N 0.24792 -1.02151 4.39253 0.00 -0.18 0.04
N -1.43824 0.27245 -3.45818 -0.04 -0.01 0.18
C -0.31294 0.46865 -5.96814 -0.09 -0.02 -0.02
C -1.85655 4.42268 1.63562 0.02 -0.01 -0.01
C -2.34677 4.26623 -0.70516 0.11 -0.02 0.04
C -1.02999 3.87954 -0.96496 -0.14 -0.04 -0.09
C -2.07281 -3.65574 7.58653 0.04 0.00 -0.02
C -0.84538 -3.45816 0.08215 0.01 0.11 -0.03
C -0.27505 -0.73004 -5.27455 0.08 0.04 -0.04
C 6.57810 1.10200 -3.18776 -0.06 0.00 -0.05
C -0.99973 -2.49864 5.76945 -0.02 0.07 -0.15
C 3.79051 1.26095 -3.49726 0.01 0.00 0.07
C 4.67584 1.76538 -4.46191 -0.05 -0.06 0.10
C -0.89445 1.57579 -5.37525 -0.16 -0.03 0.03
C 4.32400 0.67953 -2.32609 0.03 0.18 -0.13
C -0.73941 -2.01150 -3.14556 0.06 -0.02 0.05
C -1.64963 -3.76994 1.16147 0.04 0.03 0.05
C -2.76590 4.53317 0.59001 0.07 -0.06 -0.05
C -0.83780 -0.77675 -4.00560 0.06 0.05 0.22
C -0.09627 3.78511 0.08055 0.00 0.07 0.14
C 6.04822 1.70035 -4.32930 -0.02 -0.03 0.08
C -1.43394 1.43564 -4.10120 -0.08 -0.03 -0.05
C 1.14412 -0.93996 3.44132 -0.20 -0.37 0.06
C -1.20240 -1.06683 0.41411 0.04 -0.23 0.01
C -0.54445 4.05800 1.37786 0.06 -0.02 -0.01
C -2.01059 -1.41404 1.51091 0.05 0.05 0.04
C -1.94851 2.61520 -3.31059 0.21 -0.03 0.01
C -2.00215 -1.52493 5.82339 0.01 -0.07 -0.03
C 0.73642 -3.33272 4.18954 -0.16 0.20 0.12
C -3.07828 -2.70219 7.63518 0.05 0.01 -0.09
C -0.63976 -2.13124 -0.31577 -0.06 -0.08 -0.01
C -2.24055 -2.72864 1.87131 0.05 0.03 0.02
C -1.03522 -3.56227 6.66495 0.01 -0.03 0.11
C 5.73172 0.61193 -2.21645 -0.12 0.01 0.00
C 2.31161 1.36713 -3.88313 0.16 -0.20 0.13
C -3.03213 -1.63484 6.74538 0.07 0.01 -0.02
H -1.70794 -2.27245 -2.72423 -0.04 0.04 0.01
H 6.69629 2.10809 -5.09704 -0.02 -0.02 0.01
H 7.65192 1.02582 -3.05132 -0.02 0.01 0.01
H -1.77358 -4.79881 1.47717 0.00 0.05 -0.01
H -2.54834 2.25001 -2.48085 -0.06 -0.04 -0.01
H -3.79813 4.80847 0.78078 0.06 0.00 -0.02
H 4.22359 2.20745 -5.33848 -0.01 0.00 -0.01
H -2.51153 3.31511 -3.92662 -0.05 -0.01 -0.03
H -0.88425 2.54393 -5.86208 0.04 -0.05 0.03
H -2.42790 -0.60769 2.10265 0.00 -0.03 0.00
H -0.33775 -4.24505 -0.46646 -0.05 0.08 0.02
H -1.94856 -0.69196 5.13803 0.00 -0.01 0.01
H -2.85223 -2.94396 2.74052 0.01 0.02 0.00
H -3.80324 -0.87289 6.76599 0.02 -0.03 0.00
H 6.14122 0.16572 -1.31661 -0.02 0.02 -0.04
H -2.17502 4.59584 2.65815 0.03 0.00 -0.05
H -0.26176 -4.31370 6.63707 -0.03 0.04 -0.01
H -2.08463 -4.49341 8.27510 0.00 0.02 -0.02
H -0.36795 -2.84742 -3.73793 -0.06 -0.03 -0.01
H 0.15889 3.92738 2.19215 -0.03 0.00 -0.04
H -3.88692 -2.78812 8.35155 0.02 0.01 -0.01
H -3.04953 4.34952 -1.52590 0.02 0.00 0.01
H 0.15594 0.55247 -6.94135 -0.01 0.01 0.06
H 0.23430 -1.59644 -5.68246 -0.05 0.04 0.02
```
Forces are in eV/Å.

Entry 3:
C34H24N2OPS3Ti | ωB97M-V/def2-TZVPD

Summary:
Electronic energy: -105585.6277 eV
Strongest force on any atom: 0.417 eV Å⁻¹
Orbital gap (alpha / beta): 2.218 / 2.470 eV
Total charge: -2
2S+1: 2
E_HOMO (alpha / beta): 2.1327 / 1.8675 eV

Geometry as XYZ:
```
66
Properties=species:S:1:pos:R:3:forces:R:3
Ti -0.85586 0.13416 0.28010 0.06 0.00 -0.10
S -0.12114 -2.59722 0.43108 -0.03 0.03 -0.04
S -3.29598 0.18923 0.04802 0.01 -0.01 0.10
S 2.53497 -2.44813 1.97817 0.05 0.11 0.00
P -0.26806 0.27907 -2.19046 -0.30 -0.19 0.22
O -1.39266 -0.00272 2.25445 0.11 0.05 -0.22
N 1.22146 -0.41820 1.05286 -0.23 -0.09 -0.06
N -2.66048 -0.13734 2.62623 -0.01 -0.02 0.02
C 0.18184 -1.31217 -4.53718 -0.02 0.01 -0.02
C 0.75787 2.49208 -1.08771 0.14 -0.08 -0.22
C 0.85968 -2.29815 -5.24486 -0.01 -0.02 -0.01
C -3.65632 1.69712 -5.00503 0.01 0.03 -0.02
C 1.93627 -2.95599 -4.66969 0.01 0.00 0.00
C 2.33068 -2.62208 -3.37823 0.01 -0.03 -0.01
C 4.34755 -0.47464 2.91175 0.03 0.05 0.00
C -4.17287 -0.51152 4.42171 0.04 -0.01 0.05
C -3.80976 0.56707 -4.21053 0.01 -0.01 0.02
C -2.47451 2.42248 -4.94676 -0.03 0.00 -0.01
C -2.90704 -0.38501 3.93715 0.00 0.05 0.03
C 2.64578 1.46056 1.76861 -0.03 0.01 -0.02
C 1.64963 -1.64610 -2.67242 -0.03 0.01 0.00
C -0.19192 2.12888 -0.05932 -0.14 -0.35 0.14
C 3.80723 1.82918 2.42389 0.00 0.01 0.00
C -3.69135 -0.01868 1.69392 0.11 0.05 -0.22
C 0.93698 1.62771 -2.19724 0.20 0.30 -0.01
C -1.44300 2.01597 -4.11008 0.01 -0.04 0.03
C 1.92447 1.84555 -3.15327 -0.22 -0.20 0.12
C 1.15398 -1.72656 1.11486 0.08 0.04 0.04
C 3.18665 -0.85168 2.25336 -0.07 -0.08 -0.05
C 2.53658 3.89176 -2.02490 -0.06 -0.15 -0.07
C 2.32940 0.10450 1.67835 0.11 0.01 0.06
C 0.56633 -0.97218 -3.24360 0.10 0.04 -0.03
C -4.99444 -0.13276 2.19830 -0.09 -0.03 0.11
C 1.27789 4.61471 -0.00176 0.06 0.13 0.04
C -5.26237 -0.38112 3.52364 -0.06 0.03 -0.09
C 2.73312 2.97900 -3.04112 0.12 0.24 0.12
C 4.65541 0.87627 2.99258 -0.01 -0.03 0.00
C 1.53733 3.69431 -1.03249 0.01 -0.02 -0.10
C -1.58676 0.87903 -3.31643 0.05 0.08 0.06
C 0.25047 4.35252 0.90407 -0.05 -0.12 -0.06
C -2.78441 0.16567 -3.36866 0.01 -0.01 0.00
C -0.45565 3.15461 0.87582 -0.05 0.23 0.09
H -0.65438 -0.80101 -4.99909 0.01 0.00 -0.01
H 3.16430 -3.13461 -2.91356 0.01 -0.01 0.01
H 4.05826 2.88110 2.48997 0.01 0.00 0.00
H -2.91101 -0.69721 -2.72374 0.00 0.00 0.01
H -2.35493 3.31414 -5.55169 0.00 0.01 0.00
H 2.05335 1.15545 -3.97944 -0.01 0.01 -0.01
H -4.73871 0.00970 -4.23082 0.00 -0.01 0.01
H 0.03396 5.07942 1.68272 -0.01 0.01 0.02
H 1.86360 5.52655 0.06206 0.01 0.01 0.01
H 3.15624 4.78173 -1.96609 0.01 0.01 0.00
H 3.51229 3.15401 -3.77677 0.00 0.01 -0.01
H -6.28359 -0.47357 3.87054 -0.01 0.00 0.00
H -5.79448 -0.03451 1.47582 -0.01 0.00 0.00
H 2.46341 -3.72647 -5.22030 0.01 -0.01 0.00
H 1.98178 2.19669 1.32908 0.04 -0.05 0.04
H 5.55995 1.19073 3.49955 0.01 0.00 0.01
H -2.01032 -0.46471 4.53405 -0.01 -0.01 0.00
H -1.18097 2.97134 1.66468 0.00 0.00 0.01
H 0.54315 -2.54957 -6.25109 0.00 0.00 -0.01
H 1.94545 -1.40056 -1.65908 0.01 0.00 0.02
H -4.46187 2.01878 -5.65531 0.00 0.00 -0.01
H -0.52166 2.58339 -4.05745 -0.01 0.00 -0.02
H 5.00024 -1.21990 3.34902 0.02 -0.01 0.02
H -4.31723 -0.71421 5.47385 0.00 0.00 0.01
```
Forces are in eV/Å.